Entry 1:
The following is a quantum chemistry calculation of a structure of composition C19H18N3O4PtS, from OMol25.

Summary:
E_tot ... -46731.79982 eV
HOMO energy ... -10.92 eV
LUMO level ... -0.157 hartree
HOMO-LUMO gap ... 6.653 eV
Total charge ... +1
Energy above the lowest of the compared OMol25 structures with the same formula, charge and spin ... 0.0 kJ/mol

Last column: Mulliken charge in e.
Cartesian coordinates (Å):
1 Pt -0.250479 0.279371 1.148849  0.640
2 S -1.566626 0.935215 -0.552908  -0.453
3 O 0.588625 -2.833098 -5.530886  -0.529
4 O -0.024755 -4.876176 -4.976699  -0.472
5 O 1.302520 2.249048 -1.109291  -0.338
6 O -0.363169 2.177356 1.754708  -0.543
7 N -0.926634 3.047245 0.892992  0.326
8 N 0.527723 -0.422861 2.938076  -0.263
9 N 0.024440 -1.672078 0.697530  -0.068
10 C -0.827816 4.354608 1.218882  -0.231
11 C 0.886394 -0.348299 5.281720  -0.709
12 C 0.635313 -2.456295 4.186153  -0.782
13 C 0.251689 -3.596562 -4.674517  0.546
14 C 1.183238 2.458880 -2.514890  -0.640
15 C -1.536899 2.621339 -0.221781  0.696
16 C 0.719949 0.273528 4.053378  0.018
17 C -1.382890 5.308198 0.416888  -0.753
18 C -0.336371 -3.510910 -0.895114  -0.837
19 C 0.530880 -1.862145 -2.948634  -0.795
20 C 0.042800 -2.200982 -0.629660  0.620
21 C 0.159855 -3.172390 -3.230080  0.912
22 C -2.122550 3.576200 -1.061996  -0.790
23 C 0.476530 -1.771905 2.995231  0.112
24 C 0.841072 -1.730036 5.349872  -0.269
25 C -0.277574 -3.988547 -2.192852  -0.990
26 C -2.048656 4.908777 -0.747575  -0.201
27 C 0.279669 -2.417898 1.709165  0.136
28 C 0.468122 -1.368684 -1.659675  -0.466
29 H 1.940751 1.902277 -3.071845  0.310
30 H 0.592644 -3.536880 4.198072  0.405
31 H -0.721477 -4.154759 -0.115472  0.464
32 H 2.171307 2.559197 -0.835080  0.230
33 H 0.771053 -0.352417 -1.439879  0.658
34 H -2.495708 5.645835 -1.400159  0.429
35 H 0.469750 -3.480295 1.604282  0.493
36 H -2.618703 3.230176 -1.957478  0.444
37 H -0.247251 -5.397192 -4.198382  0.277
38 H 1.256781 3.517000 -2.775885  0.308
39 H -0.603621 -5.007494 -2.362399  0.195
40 H 0.199835 2.093750 -2.807207  0.214
41 H -0.290120 4.545172 2.134707  0.454
42 H 1.048923 0.253242 6.164054  0.389
43 H -1.295091 6.348446 0.690937  0.413
44 H 0.736205 1.349815 3.943948  0.468
45 H 0.963608 -2.238178 6.296315  0.455
46 H 0.866715 -1.238593 -3.765413  0.518

Forces on atoms 1 to 2 (eV/Å):
Pt -0.10 0.04 0.36
S -0.11 -0.10 -0.39


Entry 2:
The following is a quantum chemistry calculation of an isolated molecule of C19H18N4O4S, from OMol25.

Summary:
E_tot ... -44980.54986 eV
HOMO energy ... -9.01 eV
LUMO level ... 0.007 hartree
SMILES ... Cc1noc(C)c1CSCC(=O)OCc1nc2ccccc2c(=O)n1CC#N
HOMO-LUMO gap ... 9.193 eV
Energy above the lowest of the compared OMol25 structures with the same formula, charge and spin ... 58.8 kJ/mol

Last column: Mulliken charge in e.
Cartesian coordinates (Å):
1 S -0.652693 1.221211 -2.249209  -0.269
2 O -2.171365 1.925616 0.487109  -0.299
3 O 2.797019 1.696702 0.794500  -0.742
4 O -1.205442 -2.565750 -4.641721  -0.176
5 O -1.847810 -0.298797 0.472404  -0.566
6 N -1.541065 -3.287079 -3.541553  -0.769
7 N 0.617372 1.890913 1.406281  0.210
8 N -0.028921 5.157269 1.997232  -0.488
9 N -0.360414 0.482359 3.004795  -0.527
10 C -0.546655 -1.460690 -4.267321  0.065
11 C -0.443683 -1.444347 -2.898209  0.775
12 C -2.119156 0.723161 -0.100738  0.499
13 C 0.524717 3.077507 0.564063  -0.384
14 C -1.278270 -3.166911 -1.117306  -0.949
15 C 3.270177 -1.430861 3.633672  -0.620
16 C 0.221980 4.248177 1.351827  0.201
17 C -0.071498 -0.517803 -5.307317  -1.205
18 C 3.189956 -0.444815 2.677305  -0.715
19 C 1.887909 1.295254 1.492567  0.880
20 C -1.103463 -2.643703 -2.492683  0.451
21 C 0.170461 -0.407448 -2.039802  -0.423
22 C -0.443587 1.411817 2.130474  0.892
23 C -2.316635 0.841029 -1.584940  -0.609
24 C -1.816483 1.980160 1.868493  -1.208
25 C 0.947077 -1.124083 4.195352  -0.469
26 C 2.148219 -1.765873 4.392626  -0.392
27 C 1.979740 0.220700 2.466908  0.238
28 C 0.846918 -0.121962 3.225139  0.162
29 H 2.225659 -2.540222 5.141426  0.398
30 H 1.515586 3.195505 0.102180  0.498
31 H -0.318825 -3.507537 -0.728686  0.292
32 H -1.880135 3.035843 2.141917  0.418
33 H -0.312117 0.505247 -5.024860  0.308
34 H -0.539174 -0.759482 -6.257479  0.352
35 H -1.968017 -4.005078 -1.135522  0.376
36 H 0.110931 -0.681037 -0.986632  0.134
37 H -2.522613 1.391669 2.461297  0.333
38 H -2.953766 1.681440 -1.846625  0.510
39 H -2.667854 -0.089573 -2.026705  0.354
40 H 1.010120 -0.593908 -5.416295  0.286
41 H 4.043289 -0.161131 2.080008  0.479
42 H 0.068210 -1.373597 4.767424  0.484
43 H -0.222136 2.960717 -0.227948  0.062
44 H 4.203324 -1.947106 3.800455  0.417
45 H 1.208055 -0.211460 -2.311470  0.572
46 H -1.654944 -2.392045 -0.452435  0.160

Forces on atoms 1 to 2 (eV/Å):
S -0.08 0.00 -0.02
O -0.14 0.36 -0.12


Entry 3:
The following is a quantum chemistry calculation of a structure of composition C19H18NO6S2, from OMol25.

Summary:
E_tot ... -55435.81362 eV
HOMO energy ... -2.54 eV
LUMO level ... 0.094 hartree
HOMO-LUMO gap ... 5.106 eV
Total charge ... -1
Energy above the lowest of the compared OMol25 structures with the same formula, charge and spin ... 284.4 kJ/mol

Last column: Mulliken charge in e.
Cartesian coordinates (Å):
1 S 0.743616 1.351711 6.740459  1.094
2 S 0.509302 -1.700846 6.235397  1.483
3 O 1.102229 -2.616983 5.283560  -0.677
4 O -0.898025 -1.748899 6.547404  -0.691
5 O 0.273739 0.773922 7.982329  -0.612
6 O 0.553872 0.464548 0.767268  -0.663
7 O -1.063679 -0.800631 1.709262  -0.209
8 O 0.034707 2.443060 6.114388  -0.672
9 N 3.512242 -0.298223 1.649628  -0.731
10 C 1.503041 -2.101927 10.152064  -0.618
11 C 1.449072 -1.944565 7.758354  0.013
12 C 2.436661 1.876425 7.053123  0.194
13 C 4.468838 1.729900 8.341514  -0.618
14 C 2.881376 -2.316003 10.101769  -0.409
15 C -3.298518 -0.703857 1.012332  -1.205
16 C 1.177830 -1.065912 2.494167  0.035
17 C 0.202627 -0.373314 1.582233  0.150
18 C 3.125431 1.397148 8.165855  -0.234
19 C 4.376485 3.120691 6.354191  -0.556
20 C 2.811073 -2.228871 7.686215  -0.284
21 C 0.778344 -1.919454 8.977903  -0.198
22 C 3.044820 2.759262 6.160781  -0.332
23 C -1.909258 -0.298010 0.636305  -0.243
24 C 3.534444 -2.378398 8.865419  -0.586
25 C 2.457200 -0.597883 2.025271  0.257
26 C 0.868162 -0.025535 5.576818  -0.405
27 C 1.002018 0.047174 4.240344  0.197
28 C 5.096347 2.595761 7.435796  -0.402
29 H 0.781044 -0.977763 3.736536  -0.239
30 H -3.371707 -1.781705 1.168282  0.295
31 H 4.847984 3.819171 5.659531  0.356
32 H -3.596041 -0.194994 1.930579  0.291
33 H -3.990552 -0.418120 0.224786  0.395
34 H 3.290697 -2.310338 6.709090  0.448
35 H 2.612228 0.763889 8.888236  0.433
36 H 3.446385 -2.448155 11.026039  0.368
37 H 1.083648 -2.153144 2.348776  0.364
38 H 4.609677 -2.555837 8.814357  0.398
39 H 6.144904 2.867361 7.580231  0.349
40 H -1.792758 0.785352 0.573824  0.308
41 H 5.016213 1.321031 9.193329  0.389
42 H 1.195360 0.992085 3.730971  0.315
43 H 0.969873 -2.072747 11.103587  0.356
44 H 2.464253 3.163829 5.333293  0.383
45 H -1.575175 -0.760599 -0.297049  0.302
46 H -0.295388 -1.750277 8.996572  0.408

Forces on atoms 1 to 2 (eV/Å):
S 0.69 -0.68 0.24
S 0.20 0.62 -0.13


Entry 4:
The following is a quantum chemistry calculation of a structure of composition C19H18NOReS, from OMol25.

Summary:
<S²> ... 3.783
E_tot ... -36485.05653 eV
HOMO energy (alpha / beta) ... -10.92 / -11.24 eV
LUMO level (alpha / beta) ... -0.172 / -0.224 hartree
HOMO-LUMO gap (alpha / beta) ... 6.241 / 5.140 eV
Total charge ... +1
Spin multiplicity ... 4
Energy above the lowest of the compared OMol25 structures with the same formula, charge and spin ... 0.0 kJ/mol

Last column: Mulliken charge in e.
Cartesian coordinates (Å):
1 Re -0.363469 1.149635 1.387986  1.021
2 S -1.250564 3.169912 1.864905  -0.327
3 O 0.294019 -1.768578 -2.618476  -0.345
4 N 0.537167 2.479636 4.033641  -0.420
5 C -0.397452 -0.990517 1.210355  -0.310
6 C -0.684815 -4.068988 -3.637287  -0.379
7 C -1.644795 -4.656055 -4.452257  -0.609
8 C -2.293295 0.317946 0.850378  -0.636
9 C 1.234325 -2.662203 -1.877470  -0.496
10 C 1.225079 2.294139 -0.896299  -0.869
11 C -1.252832 -0.421536 0.193709  -0.078
12 C -0.910479 -0.606282 2.500065  -0.992
13 C 1.609299 2.644418 0.427755  -0.430
14 C 0.380042 -3.329228 -4.238715  0.797
15 C 1.918047 1.428198 1.155016  -1.073
16 C 1.673748 0.331937 0.218221  -0.571
17 C -2.076155 0.237607 2.283119  -0.064
18 C -1.592694 -4.502045 -5.836755  -0.470
19 C 1.215563 -2.453935 -3.369977  0.074
20 C -0.197033 2.700948 3.125373  0.482
21 C 0.349992 -3.080051 -5.627563  -0.614
22 C 1.247512 0.890157 -1.020873  -0.069
23 C -0.604803 -3.704814 -6.408710  -0.436
24 H 2.062290 -1.903947 -3.815940  0.392
25 H -2.770686 0.546310 3.045697  0.517
26 H 1.913285 -2.124390 -1.229045  0.259
27 H 1.825731 3.644117 0.788711  0.571
28 H 0.421844 -1.668675 1.021015  0.523
29 H 2.464147 1.336022 2.087661  0.522
30 H 1.055598 0.324476 -1.931704  0.412
31 H 1.042338 -2.326434 -6.015083  0.313
32 H -3.149199 0.779946 0.377359  0.484
33 H -1.199431 -0.653229 -0.861317  0.564
34 H -0.570538 -3.521696 -7.468453  0.376
35 H -0.798026 -4.042819 -2.551828  0.111
36 H -2.442114 -5.217537 -3.989629  0.378
37 H 2.060156 -0.666735 0.367596  0.882
38 H 0.899744 2.984457 -1.663610  0.452
39 H -0.588456 -0.964274 3.471339  0.465
40 H 0.896254 -3.633436 -1.523637  0.204
41 H -2.280032 -5.034418 -6.477018  0.391

Forces on atoms 1 to 2 (eV/Å):
Re 4.03 1.16 -1.72
S -0.61 2.63 1.13